No. 1
Density functional theory data (the ωB97M-V functional and the def2-TZVPD basis) for C42H37AsN4O8Pb as an isolated structure at a distorted geometry.

Element x y z (Å)
Pb  0.14675  1.08365  -0.46041
O  4.59272  2.05274  -0.61356
C  3.35819  1.92314  -0.50715
N  2.43890  1.37133  -1.24037
C  2.71608  0.96932  -2.52722
C  3.94655  0.40856  -2.91892
C  4.15240  0.07731  -4.21743
C  3.18394  0.18685  -5.16554
C  1.95280  0.75954  -4.82037
C  1.69844  1.13835  -3.46735
N  0.45791  1.65103  -2.96641
C  -0.39010  2.25265  -3.79037
O  -0.29340  2.54581  -4.99102
C  -1.69064  2.66975  -3.16071
C  -2.56488  3.39293  -4.00271
C  -3.72387  3.97219  -3.33617
C  -3.90800  3.71571  -2.00637
C  -2.98851  2.93562  -1.25703
N  -1.89637  2.47759  -1.86400
C  2.77917  2.60789  0.74670
C  3.61246  3.13356  1.74882
C  3.06925  3.60898  2.95307
C  1.70159  3.55636  3.10852
C  0.95551  3.10043  2.06222
N  1.44483  2.63518  0.91909
H  4.77314  0.38113  -2.25955
H  5.12325  -0.36307  -4.42322
H  3.42435  -0.03464  -6.21972
H  1.21667  0.95754  -5.58118
H  -2.32420  3.48404  -4.98235
H  -4.39736  4.57695  -3.95704
H  -4.77086  4.17776  -1.49831
H  -3.08193  2.69956  -0.21070
H  4.70778  3.15150  1.68821
H  3.74199  3.93710  3.79887
H  1.25975  3.87269  4.06732
H  -0.12349  3.17918  2.14354
O  -4.27622  0.59014  4.48284
C  -3.32210  0.67196  3.71407
C  -2.04959  -0.03630  3.86372
O  -1.72433  -0.76813  4.76464
C  -1.26228  0.31180  2.65817
C  -1.95041  1.33599  1.93510
O  -1.49191  2.05149  0.97497
C  -3.29747  1.42987  2.40776
O  -4.26089  1.90045  1.78104
O  -0.15815  -0.14288  2.23674
C  4.75484  -1.83957  2.66533
As  2.99040  -0.86756  2.20366
C  2.51199  -0.47228  4.06259
C  1.88713  -2.54181  1.83941
C  1.60140  -3.39484  3.03251
C  2.45929  -4.35641  3.50827
C  2.14708  -5.08229  4.69314
C  1.04803  -4.77299  5.43774
C  0.20942  -3.70210  4.98729
C  0.47040  -3.10021  3.75579
H  4.57275  -2.76788  3.25215
H  5.41375  -1.05422  3.00019
H  5.24983  -2.09082  1.68680
H  2.54795  -1.37563  4.73697
H  1.47151  -0.10572  4.06757
H  3.17231  0.29442  4.43898
H  2.45956  -3.05053  1.09918
H  0.99000  -2.15313  1.44619
H  3.43408  -4.53419  3.01641
H  2.87257  -5.83067  4.99741
H  0.78495  -5.36028  6.33512
H  -0.61436  -3.40253  5.60461
H  -0.16859  -2.31353  3.45568
C  -5.53401  0.26358  -2.04239
C  -4.24124  -0.47012  -2.11897
C  -3.71504  -1.13726  -1.03495
C  -2.49143  -1.76536  -1.18799
C  -1.83865  -2.48667  -0.03682
C  -1.81104  -1.72106  -2.41536
C  -0.50144  -2.40416  -2.55688
O  -0.33484  -3.54392  -2.16917
C  -2.33906  -1.03145  -3.49628
C  -1.57983  -0.88576  -4.75961
C  -3.57640  -0.48285  -3.32860
H  -6.21981  -0.11941  -2.85587
H  -5.40323  1.35500  -2.07658
H  -6.07957  0.04725  -1.13510
H  -4.30659  -1.10502  -0.11831
H  -1.95250  -3.53039  -0.20596
H  -2.32531  -2.20247  0.88841
H  -0.80691  -2.22295  0.13639
H  0.32997  -1.80295  -2.99509
H  -0.89659  -0.03900  -4.61616
H  -2.20187  -0.65541  -5.56452
H  -0.96016  -1.77693  -5.00420
H  -3.98823  0.00142  -4.23921

## Properties
* E_tot: -4872.36724 Eh
* M: 1007.9 g mol⁻¹
* HOMO: -2.131 eV
* ΔE to the lowest compared entry with this formula, charge and spin: 0.0 kcal/mol
* charge: -2
* lowest unoccupied orbital energy: 4.373 eV
* orbital gap: 0.2390 Eh

Results of the Mulliken charge analysis, in e, for atoms 1 through 4: Pb 1.07; O -0.85; C -0.15; N 0.46

***

No. 2
Density functional theory data (the ωB97M-V functional and the def2-TZVPD basis) for a 5-piece molecular cluster, C8H31BN6O4 overall at a distorted geometry.

Element x y z (Å)
N  13.22333  -13.88369  6.24236
H  13.57706  -13.07875  5.74533
H  13.79213  -14.67841  5.98745
H  12.21730  -13.96548  6.20599
H  13.37217  -13.69776  7.22388
B  10.44376  -15.28901  6.57635
H  9.63976  -14.57061  6.53495
H  10.02320  -16.07283  7.18709
H  10.70923  -15.67104  5.60279
H  11.27859  -14.83814  7.09019
C  13.66646  -10.19478  5.50695
O  13.52457  -11.17610  6.60788
C  14.40951  -10.94368  7.70470
C  13.92664  -11.56390  9.00781
N  13.76162  -13.02858  9.02496
C  14.79976  -13.86311  9.62622
C  15.94125  -14.28317  8.62256
O  16.94284  -13.27805  8.34877
C  17.65727  -12.66992  9.48214
H  13.54713  -9.24041  6.01982
H  12.98152  -10.40546  4.68563
H  14.69065  -10.25012  5.13809
H  14.69333  -9.91458  7.92494
H  15.38742  -11.39174  7.52851
H  13.02798  -11.11894  9.43504
H  14.71049  -11.34545  9.73305
H  12.96912  -13.19466  9.62866
H  14.21880  -14.66788  10.07668
H  15.19127  -13.26374  10.44815
H  15.47432  -14.61842  7.69645
H  16.55383  -15.05057  9.09578
H  18.31285  -11.96383  8.97247
H  18.18851  -13.40627  10.08519
H  17.04316  -12.14396  10.21312
C  15.29027  -17.04077  5.52435
O  14.70243  -16.05675  5.37035
N  14.85773  -18.03139  6.31941
N  16.52343  -17.44206  5.11013
H  13.91382  -17.99762  6.67720
H  15.49139  -18.81415  6.24286
H  16.84320  -18.39076  4.97667
H  17.12116  -16.70693  4.76027
C  15.17521  -13.70047  2.63854
O  14.32811  -13.20530  3.38569
N  15.99038  -14.65291  2.78936
N  15.39612  -13.29231  1.40089
H  16.75330  -14.71911  2.13083
H  15.96031  -15.35950  3.51043
H  15.95626  -13.87641  0.79660
H  14.72283  -12.63143  1.04032

## Properties
* E_tot: -977.55529 Eh
* M: 286.2 g mol⁻¹
* HOMO (alpha / beta): 0.342 / -5.350 eV
* charge: -1
* multiplicity: 2
* lowest unoccupied orbital energy (alpha / beta): 2.419 / 2.393 eV
* orbital gap (alpha / beta): 0.0763 / 0.2846 Eh

Results of the natural (NBO) charge analysis, in e, for atoms 1 through 4: N -0.92; H 0.44; H 0.46; H 0.48

***

No. 3
Density functional theory data (the ωB97M-V functional and the def2-TZVPD basis) for C19H21BNORh as an isolated structure at a distorted geometry.

Element x y z (Å)
C  1.16128  -0.44799  1.59194
C  2.15920  0.27808  0.85142
C  1.79980  1.65133  0.88725
H  2.99400  -0.15355  0.31212
C  0.58273  1.78411  1.61887
C  0.22002  0.49387  2.09790
H  -0.61850  0.26822  2.75053
H  1.12493  -1.51779  1.75218
H  2.34374  2.46308  0.43032
H  0.05964  2.71969  1.80552
C  -1.80940  0.18294  -1.68299
C  -1.52652  -1.11369  -1.14198
C  -1.70655  -1.05332  0.27005
H  -1.25662  -1.96838  -1.73970
C  -2.14681  0.28593  0.59869
C  -2.20171  1.04185  -0.60148
H  -2.55035  2.06977  -0.68249
H  -1.73421  0.45188  -2.73312
H  -1.58595  -1.87249  0.97551
H  -2.45465  0.64497  1.57163
Rh  0.19370  0.44828  -0.09869
O  0.09109  1.85015  -1.39420
C  0.68941  3.15584  -1.50735
C  0.42225  4.34285  -0.61703
H  1.77094  2.92433  -1.49840
H  0.40886  3.41886  -2.54556
H  1.23772  4.59400  0.07419
H  -0.10797  6.39987  0.97874
C  -0.83811  6.30294  0.16469
C  -0.64958  5.21642  -0.76003
C  -1.64368  5.09496  -1.80203
H  -1.53993  4.25587  -2.51126
C  -2.73122  5.96871  -1.87109
H  -3.48999  5.80563  -2.64079
C  -2.90214  6.98481  -0.92585
H  -3.78305  7.63051  -0.95447
C  -1.94219  7.14312  0.08995
H  -2.10078  7.90471  0.86659
B  1.24767  -4.00372  0.11814
C  1.21305  -2.62478  -0.59229
N  1.16496  -1.58175  -1.13748
H  1.29058  -4.89402  -0.73424
H  0.24721  -4.16034  0.81125
H  2.24839  -4.09043  0.82253

## Properties
* E_tot: -1001.68711 Eh
* M: 393.1 g mol⁻¹
* HOMO (alpha / beta): -7.766 / -8.582 eV
* ΔE to the lowest compared entry with this formula, charge and spin: 27.3 kcal/mol
* multiplicity: 5
* lowest unoccupied orbital energy (alpha / beta): -1.101 / -2.045 eV
* orbital gap (alpha / beta): 0.2449 / 0.2402 Eh

Results of the Mulliken charge analysis, in e, for atoms 1 through 4: C -0.82; C -0.49; C -0.51; H 0.41

***

No. 4
Density functional theory data (the ωB97M-V functional and the def2-TZVPD basis) for one molecule with the formula CH2N4O.

Element x y z (Å)
N  -0.88600  1.30847  0.12857
C  0.01309  0.44479  -0.15648
N  1.16574  0.23957  -0.86173
O  1.48586  -1.08860  -0.60482
N  0.64660  -1.69248  0.17980
N  -0.21837  -0.79809  0.45385
H  -0.80415  2.21757  -0.29089
H  -1.06498  -0.84710  1.00895

## Properties
* E_tot: -333.41977 Eh
* M: 86.1 g mol⁻¹
* HOMO: -8.772 eV
* ΔE to the lowest compared entry with this formula, charge and spin: 80.3 kcal/mol
* lowest unoccupied orbital energy: -0.613 eV
* orbital gap: 0.2998 Eh

Results of the natural (NBO) charge analysis, in e, for atoms 1 through 4: N -0.83; C 0.44; N -0.24; O -0.08

***

Among the records above, which one has the lowest E_tot?
C42H37AsN4O8Pb